(1)
129
Properties=species:S:1:pos:R:3 method="wB97M-V/def2-TZVPD" fmax_ha_per_bohr=0.0351 e_tot_ev=-126854.9071 charge=+1
C 2.78 -3.34 -1.11
O 3.12 -3.95 0.14
C 3.08 -3.08 1.25
C 1.94 -3.45 2.22
C 0.58 -2.79 1.82
C -0.24 -3.72 0.89
C -0.78 -3.10 -0.42
C -1.43 -1.72 -0.29
C -2.70 -1.79 0.54
N -3.50 -0.52 0.68
C -2.77 0.71 1.12
I -1.54 0.29 2.87
C -1.86 1.41 0.10
O -2.09 0.97 -1.22
C -1.47 1.80 -2.19
O -0.28 2.34 -1.71
C 0.87 2.01 -2.46
C 2.07 2.64 -1.76
O 3.24 1.95 -2.15
C -3.93 1.68 1.55
C -3.60 2.85 2.42
Cl -2.89 4.26 1.69
C -3.90 2.89 3.72
C -4.57 1.79 4.52
Cl -3.53 4.29 4.68
O -4.43 2.14 0.31
C -5.15 1.17 -0.47
C -5.09 1.79 -1.89
C -5.15 3.32 -1.76
O -6.15 3.96 -1.77
F -3.95 3.93 -1.71
P -6.95 1.41 0.08
N -8.08 0.88 -0.89
C -4.60 -0.33 -0.39
C -5.72 -1.27 0.14
C -4.18 -0.91 -1.75
C -5.31 -1.27 -2.72
O -5.95 -2.28 -2.63
O -5.47 -0.44 -3.79
H 2.08 -3.99 -1.63
H 2.29 -2.37 -0.98
H 3.66 -3.21 -1.75
H 3.03 -2.02 0.97
H 4.01 -3.21 1.81
H 1.84 -4.53 2.24
H 2.22 -3.06 3.20
H 0.00 -2.59 2.72
H 0.83 -1.85 1.34
H 0.42 -4.53 0.59
H -1.05 -4.21 1.44
H -1.55 -3.78 -0.79
H -0.03 -3.05 -1.20
H -0.71 -1.00 0.11
H -1.65 -1.38 -1.31
H -2.44 -2.17 1.53
H -3.32 -2.57 0.11
H -4.04 -0.72 1.53
H -0.82 1.22 0.36
H -1.97 2.50 0.16
H -1.26 1.16 -3.05
H -2.14 2.60 -2.52
H 1.05 0.93 -2.51
H 0.81 2.43 -3.47
H 2.11 3.72 -1.94
H 1.91 2.50 -0.67
H 3.95 2.23 -1.55
H -4.74 1.14 2.05
H -5.61 2.04 4.71
H -4.43 0.81 4.09
H -4.07 1.75 5.49
H -5.96 1.55 -2.49
H -4.14 1.59 -2.37
H -7.05 2.79 0.30
H -7.09 0.84 1.37
H -7.69 0.42 -1.70
H -5.37 -2.30 0.17
H -6.61 -1.27 -0.47
H -6.02 -1.01 1.16
H -3.50 -0.28 -2.31
H -3.67 -1.87 -1.67
H -6.40 -0.52 -4.06
C 0.04 -4.95 -3.89
O 0.06 -3.87 -3.31
N -0.97 -5.29 -4.75
N 1.02 -5.88 -3.73
H -1.00 -6.17 -5.24
H -1.70 -4.62 -4.89
H 1.78 -5.65 -3.13
H 1.02 -6.77 -4.21
C -2.31 8.31 4.51
O -2.37 7.96 3.34
N -1.96 9.57 4.89
N -2.60 7.45 5.54
H -1.90 9.86 5.85
H -1.74 10.22 4.17
H -2.86 6.51 5.27
H -2.56 7.70 6.51
C 0.28 5.72 7.91
O 0.17 6.88 8.27
N -0.59 5.15 7.02
N 1.27 4.90 8.37
H -0.54 4.21 6.70
H -1.32 5.75 6.67
H 1.92 5.29 9.02
H 1.38 3.94 8.09
C 6.43 -4.28 -2.20
O 5.58 -4.25 -3.08
N 6.08 -4.14 -0.88
N 7.76 -4.47 -2.45
H 6.74 -4.17 -0.13
H 5.11 -4.01 -0.69
H 8.05 -4.58 -3.41
H 8.44 -4.49 -1.72
C 6.45 2.74 -0.38
O 5.46 2.03 -0.48
N 6.67 3.81 -1.19
N 7.41 2.50 0.56
H 7.48 4.40 -1.12
H 5.99 4.01 -1.90
H 7.27 1.72 1.17
H 8.23 3.06 0.66
C 9.45 -5.75 -5.81
O 8.39 -5.42 -5.30
N 9.81 -7.06 -5.95
N 10.36 -4.84 -6.27
H 10.67 -7.36 -6.36
H 9.16 -7.75 -5.62
H 10.11 -3.87 -6.19
H 11.23 -5.09 -6.69


(2)
105
Properties=species:S:1:pos:R:3 method="wB97M-V/def2-TZVPD" fmax_ha_per_bohr=0.0824 smiles=C1CCOC1.C1CCOC1.C1CCOC1.C1CCOC1.C1CCOC1.C1CCOC1.CCO.CCO.CCO e_tot_ev=-50601.1927
C -4.58 -0.88 -0.28
C -4.36 -2.22 -1.03
C -4.76 -1.91 -2.52
O -5.39 -0.62 -2.42
C -5.76 -0.35 -1.09
H -3.70 -0.24 -0.37
H -4.86 -1.08 0.75
H -5.05 -2.99 -0.69
H -3.36 -2.60 -0.80
H -5.37 -2.66 -3.01
H -3.85 -1.76 -3.11
H -6.67 -0.88 -0.80
H -5.97 0.69 -0.84
C 2.97 -6.13 -0.48
C 1.47 -6.12 -0.68
C 0.92 -5.24 0.40
O 1.85 -4.20 0.36
C 3.12 -4.76 0.17
H 3.55 -6.29 -1.39
H 3.15 -6.95 0.22
H 0.98 -7.09 -0.69
H 1.23 -5.64 -1.63
H 0.87 -5.70 1.39
H -0.10 -4.88 0.28
H 3.63 -4.87 1.13
H 3.80 -4.18 -0.46
C 1.32 5.95 1.29
C 1.69 5.85 2.75
C 1.12 4.57 3.20
O 0.74 3.86 2.06
C 1.33 4.47 0.94
H 1.93 6.55 0.61
H 0.33 6.37 1.13
H 1.39 6.67 3.40
H 2.76 5.82 2.95
H 0.20 4.74 3.76
H 1.85 3.96 3.74
H 0.86 4.22 -0.01
H 2.35 4.08 0.95
C 4.76 -2.62 -2.68
C 3.36 -2.71 -3.06
C 3.10 -1.35 -3.79
O 4.25 -1.20 -4.55
C 5.25 -2.14 -4.03
H 5.40 -3.48 -2.46
H 5.17 -1.82 -2.06
H 2.72 -2.77 -2.19
H 3.09 -3.62 -3.60
H 2.93 -0.51 -3.12
H 2.15 -1.41 -4.32
H 6.09 -1.45 -4.04
H 5.45 -2.99 -4.69
C -0.86 0.02 -1.15
C -0.89 -0.82 0.16
C 0.57 -0.83 0.55
O 0.92 0.58 0.25
C 0.20 0.98 -0.98
H -1.82 0.50 -1.36
H -0.70 -0.70 -1.95
H -1.04 -1.90 0.12
H -1.49 -0.39 0.96
H 1.13 -1.53 -0.07
H 0.74 -1.15 1.58
H 0.78 0.87 -1.90
H -0.27 1.95 -0.85
C -2.77 -0.21 5.66
C -4.25 -0.20 5.09
C -4.19 -0.90 3.68
O -2.88 -0.40 3.28
C -1.96 -0.42 4.36
H -2.63 -1.00 6.39
H -2.64 0.71 6.23
H -4.62 0.82 5.00
H -4.98 -0.71 5.72
H -4.96 -0.61 2.97
H -4.12 -1.99 3.71
H -1.28 0.43 4.30
H -1.38 -1.34 4.40
C 4.61 2.31 1.57
C 3.98 2.14 0.17
O 4.97 1.55 -0.67
H 3.75 2.56 2.20
H 5.31 3.14 1.61
H 4.95 1.33 1.91
H 3.78 3.10 -0.31
H 3.07 1.56 0.33
H 4.90 0.60 -0.52
C -0.27 0.75 -4.84
C -1.15 2.02 -4.97
O -0.80 2.63 -6.16
H -0.26 0.40 -3.81
H 0.77 0.96 -5.11
H -0.71 -0.08 -5.39
H -1.10 2.73 -4.15
H -2.20 1.74 -4.88
H -0.10 3.25 -5.93
C -3.33 3.18 2.62
C -2.41 2.45 1.64
O -1.70 3.41 0.97
H -3.94 3.99 2.21
H -2.69 3.65 3.36
H -4.00 2.49 3.14
H -2.93 1.78 0.96
H -1.69 1.74 2.05
H -0.80 3.31 1.29


(3)
112
Properties=species:S:1:pos:R:3 method="wB97M-V/def2-TZVPD" fmax_ha_per_bohr=0.0155 e_tot_ev=-102894.6003
C 6.72 -0.95 -0.47
C 5.89 -1.56 0.66
O 4.80 -2.27 0.11
C 3.87 -2.68 1.09
C 2.81 -3.55 0.44
O 1.67 -2.77 0.11
C 0.88 -3.33 -0.90
C -0.22 -2.31 -1.42
C 0.10 -1.99 -2.91
C -0.61 -3.03 -3.80
S 0.32 -4.56 -4.08
C -0.41 -5.68 -2.83
C 0.66 -6.56 -2.18
N -0.17 -0.55 -3.39
C -1.68 -0.36 -3.65
O -2.48 -0.51 -2.56
C -3.53 0.47 -2.53
C 0.31 -0.38 -4.89
I 1.72 -1.80 -5.73
C 0.71 0.99 -5.39
C 0.73 1.05 -6.94
C 0.41 0.44 -2.28
C 0.07 1.95 -2.52
C 1.18 3.00 -2.69
C 1.58 3.63 -1.34
I 3.66 4.06 -1.19
C 1.91 0.15 -1.93
B 3.14 -0.18 -2.87
O 3.65 -1.45 -2.69
O 3.75 0.77 -3.66
C -0.30 0.17 -0.94
N -0.34 -1.20 -0.52
C -0.99 -1.51 0.74
Cl -0.37 -0.38 1.98
C -2.52 -1.56 0.80
C -3.24 -0.28 1.23
H 7.72 -1.38 -0.52
H 6.81 0.13 -0.36
H 6.21 -1.16 -1.42
H 6.50 -2.26 1.25
H 5.51 -0.79 1.34
H 4.38 -3.23 1.89
H 3.38 -1.81 1.55
H 2.50 -4.32 1.16
H 3.21 -4.03 -0.45
H 0.35 -4.21 -0.50
H 1.51 -3.69 -1.72
H -1.17 -2.87 -1.39
H 1.17 -2.12 -3.01
H -1.58 -3.31 -3.37
H -0.83 -2.64 -4.80
H -0.95 -5.09 -2.09
H -1.14 -6.30 -3.36
H 0.79 -7.49 -2.73
H 1.63 -6.06 -2.15
H 0.38 -6.82 -1.15
H -1.92 -1.12 -4.39
H -1.79 0.62 -4.12
H -4.11 0.44 -3.45
H -4.17 0.22 -1.69
H -3.11 1.48 -2.38
H -0.56 -0.68 -5.48
H 1.68 1.28 -5.01
H -0.01 1.73 -5.07
H 1.74 0.92 -7.33
H 0.07 0.32 -7.40
H 0.39 2.04 -7.26
H -0.65 2.05 -3.32
H -0.49 2.27 -1.63
H 0.76 3.81 -3.30
H 2.05 2.64 -3.23
H 1.38 2.97 -0.50
H 1.07 4.57 -1.17
H 1.91 -0.67 -1.21
H 2.19 1.03 -1.34
H 4.31 -1.72 -3.32
H 4.29 0.42 -4.37
H -1.29 0.64 -0.91
H 0.32 0.74 -0.24
H -0.60 -2.49 1.04
H -2.90 -1.94 -0.16
H -2.77 -2.32 1.54
H -3.12 -0.10 2.30
H -2.88 0.61 0.71
H -4.32 -0.37 1.03
C -0.04 1.68 4.47
Si -1.48 2.08 5.64
C -0.84 1.69 7.39
C -2.76 0.71 5.26
N -2.00 3.63 5.37
Si -3.24 4.48 6.08
C -3.09 4.74 7.96
C -4.98 3.74 5.82
C -3.34 6.22 5.34
H 0.33 0.66 4.59
H -0.40 1.82 3.45
H 0.79 2.37 4.63
H -0.32 0.73 7.43
H -1.66 1.65 8.12
H -0.14 2.47 7.71
H -3.23 0.91 4.29
H -3.55 0.68 6.01
H -2.30 -0.29 5.23
H -3.26 3.81 8.50
H -3.81 5.47 8.33
H -2.09 5.09 8.20
H -5.12 3.49 4.76
H -5.77 4.44 6.11
H -5.12 2.82 6.40
H -3.50 6.16 4.26
H -2.40 6.75 5.52
H -4.16 6.81 5.78


Number 1: HOMO -10.612 eV, HOMO-LUMO gap 7.57 eV. Number 2: HOMO -9.394 eV, HOMO-LUMO gap 9.92 eV. Number 3: HOMO -5.129 eV, HOMO-LUMO gap 3.67 eV.